A cluster of 7 separate species, C29H51BNO16PS in total, computed with wB97M-V/def2-TZVPD.

Last column: Mulliken charge in e.
Positions of all 100 atoms, in Å:
1 N -0.523 2.294 -1.387  -0.718
2 C 0.002 0.931 -1.521  -0.101
3 C 0.854 0.516 -0.300  -0.809
4 P 2.320 -0.558 -0.515  0.999
5 O 3.235 0.632 0.392  -0.863
6 S 0.974 -1.989 -1.678  -0.339
7 C 3.515 -0.442 -1.933  -0.847
8 C 2.958 -0.012 -3.264  -0.086
9 O 2.921 -0.711 -4.236  -0.509
10 C 2.704 -1.836 0.754  -0.966
11 B 2.329 -1.344 2.226  0.620
12 O 3.137 -0.485 2.946  -0.600
13 O 1.198 -1.817 2.831  -0.400
14 H 0.214 2.956 -1.170  0.259
15 H -1.214 2.334 -0.648  0.276
16 H 0.558 0.892 -2.460  0.160
17 H -0.883 0.306 -1.624  -0.042
18 H 1.195 1.412 0.218  0.483
19 H 0.207 -0.046 0.391  0.289
20 H 4.092 0.291 0.673  0.343
21 H 1.858 -2.973 -1.908  0.180
22 H 4.286 0.275 -1.641  0.499
23 H 3.958 -1.437 -2.057  0.435
24 H 2.624 1.042 -3.319  0.424
25 H 3.769 -2.087 0.681  0.289
26 H 2.128 -2.725 0.497  0.421
27 H 3.004 0.435 2.697  0.347
28 H 0.643 -2.340 2.246  0.224
29 O -2.415 -0.464 1.110  -0.659
30 C -3.164 -0.660 0.193  0.602
31 C -4.662 -0.457 0.112  -0.385
32 C -5.041 -1.240 -1.144  -0.524
33 C -3.764 -1.151 -1.970  0.048
34 O -2.704 -1.105 -1.000  -0.219
35 H -4.852 0.614 0.005  0.356
36 H -5.136 -0.828 1.016  0.159
37 H -5.910 -0.855 -1.673  0.460
38 H -5.235 -2.279 -0.875  0.182
39 H -3.721 -0.240 -2.573  0.255
40 H -3.594 -2.007 -2.614  -0.166
41 O -5.461 -2.005 2.888  -0.630
42 C -4.674 -2.904 2.803  0.576
43 C -4.170 -3.828 3.890  -0.667
44 C -2.920 -4.442 3.272  -0.027
45 C -3.257 -4.397 1.787  -0.535
46 O -4.096 -3.240 1.622  -0.254
47 H -4.946 -4.570 4.089  0.294
48 H -3.989 -3.263 4.800  0.351
49 H -2.684 -5.440 3.632  0.182
50 H -2.060 -3.802 3.475  0.109
51 H -3.824 -5.274 1.464  0.255
52 H -2.392 -4.274 1.137  0.313
53 O -1.686 -6.102 5.695  -0.548
54 C -0.870 -6.970 5.588  0.568
55 C -0.310 -7.882 6.660  -0.503
56 C 0.943 -8.456 6.005  -0.483
57 C 0.564 -8.416 4.528  -0.429
58 O -0.308 -7.280 4.393  -0.334
59 H -1.059 -8.649 6.870  0.260
60 H -0.127 -7.318 7.570  0.316
61 H 1.210 -9.455 6.343  0.322
62 H 1.791 -7.795 6.187  0.267
63 H 0.014 -9.307 4.219  0.262
64 H 1.408 -8.270 3.858  0.304
65 O 1.796 4.119 -0.414  -0.549
66 C 1.646 5.268 -0.729  0.556
67 C 0.593 5.853 -1.650  -0.454
68 C 1.154 7.234 -1.971  -0.559
69 C 1.976 7.539 -0.723  -0.213
70 O 2.436 6.250 -0.260  -0.390
71 H -0.345 5.903 -1.093  0.266
72 H 0.444 5.205 -2.511  0.378
73 H 0.397 7.989 -2.170  0.337
74 H 1.812 7.173 -2.840  0.293
75 H 1.376 7.987 0.071  0.216
76 H 2.844 8.168 -0.897  0.128
77 O -5.878 -3.731 -5.589  -0.591
78 C -4.770 -4.108 -5.348  0.426
79 C -4.071 -5.367 -5.826  -0.389
80 C -2.882 -5.486 -4.879  -0.572
81 C -2.626 -4.027 -4.517  -0.207
82 O -3.920 -3.398 -4.565  -0.322
83 H -3.763 -5.203 -6.861  0.242
84 H -4.760 -6.207 -5.799  0.302
85 H -2.009 -5.970 -5.311  0.334
86 H -3.173 -6.042 -3.986  0.269
87 H -1.977 -3.528 -5.240  0.225
88 H -2.216 -3.881 -3.520  0.233
89 O 3.449 10.137 0.242  -0.539
90 C 4.448 10.720 -0.062  0.563
91 C 5.114 11.887 0.639  -0.518
92 C 6.075 12.421 -0.419  -0.457
93 C 6.376 11.162 -1.226  -0.429
94 O 5.178 10.371 -1.149  -0.334
95 H 5.635 11.494 1.514  0.256
96 H 4.364 12.598 0.972  0.316
97 H 6.972 12.887 -0.016  0.321
98 H 5.565 13.151 -1.049  0.261
99 H 7.195 10.582 -0.796  0.255
100 H 6.586 11.348 -2.276  0.299

Summary:
Energy above the lowest of the compared OMol25 structures with the same formula, charge and spin = 0.0 kJ/mol
Max |F| = 0.0164 hartree/bohr
SMILES string = NCCP(O)(S)(CC=O)CB(O)O.O=C1CCCO1.O=C1CCCO1.O=C1CCCO1.O=C1CCCO1.O=C1CCCO1.O=C1CCCO1
LUMO level = 0.3916 eV
Gap between HOMO and LUMO = 8.73 eV
Total charge = 0
Calculated total energy = -85955.0900 eV